[1]
Formula: C2H2O3S
Source: OMol25
Level of theory: the ωB97M-V functional and the def2-TZVPD basis

The geometry in ORCA input format:
```
! RIJCOSX wB97M-V def2-TZVPD def2/J DEFGRID3
* xyz 0 1
C -0.86 -0.56 0.05
C -0.40 0.59 -0.33
O 1.76 1.38 0.68
O -0.01 -1.57 0.21
O 1.29 -1.12 -0.23
S 1.35 0.62 -0.46
H -2.02 -0.72 0.29
H -1.10 1.38 -0.21
*
```

Computed properties:
total energy = -19079.326 eV
energy above the lowest of the compared OMol25 structures with the same formula, charge and spin = 5.119 eV
gap between HOMO and LUMO = 10.500 eV
HOMO energy = -10.21 eV

natural (NBO) atomic charge list, values in e, 2 entries: number 1, C, carries 0.17; number 2, C, carries -0.64



[2]
Formula: C52H50MgO3PS3Se2Te
Source: OMol25
Level of theory: the ωB97M-V functional and the def2-TZVPD basis

The geometry in ORCA input format:
```
! RIJCOSX wB97M-V def2-TZVPD def2/J DEFGRID3
* xyz 1 1
Mg 0.29 0.17 0.25
Se 0.28 0.12 3.34
P 2.34 -0.03 2.74
Se 2.67 -0.36 0.60
C 3.19 -1.38 3.62
C 4.44 -1.81 3.17
C 5.09 -2.84 3.82
C 4.50 -3.46 4.92
C 3.26 -3.03 5.37
C 2.60 -1.99 4.72
C 3.23 1.47 3.26
C 4.04 2.19 2.39
C 4.69 3.33 2.84
C 4.54 3.75 4.15
C 3.73 3.03 5.02
C 3.07 1.90 4.58
H 4.89 -1.33 2.31
H 6.06 -3.17 3.46
H 5.00 -4.28 5.41
H 2.80 -3.50 6.23
H 1.63 -1.66 5.07
H 4.16 1.85 1.37
H 5.32 3.89 2.15
H 5.04 4.65 4.49
H 3.61 3.36 6.04
H 2.43 1.34 5.25
C 0.88 -0.35 -8.25
C 0.42 -0.37 -6.82
C -0.39 -1.39 -6.34
C -0.85 -1.38 -5.03
C -0.50 -0.34 -4.20
C 0.35 0.67 -4.63
C 0.80 0.65 -5.94
S -1.15 -0.33 -2.55
O -0.11 0.42 -1.73
C -2.60 0.73 -2.82
C -3.76 -0.07 -2.99
C -4.98 0.50 -3.12
C -5.12 1.91 -3.05
C -6.40 2.52 -3.09
C -6.52 3.88 -2.98
C -5.37 4.68 -2.85
C -4.13 4.12 -2.83
C -3.97 2.71 -2.91
C -2.68 2.10 -2.82
C -1.49 3.00 -2.72
C -1.01 3.68 -3.89
C -1.60 3.48 -5.16
C -1.12 4.14 -6.25
C -0.03 5.03 -6.13
C 0.56 5.23 -4.91
C 0.09 4.55 -3.76
C 0.71 4.73 -2.50
C 0.25 4.08 -1.39
C -0.87 3.24 -1.52
S -1.46 2.32 -0.12
O -0.21 2.07 0.73
C -2.44 3.53 0.72
C -3.81 3.39 0.64
C -4.62 4.32 1.27
C -4.07 5.37 1.99
C -4.95 6.39 2.67
C -2.68 5.47 2.08
C -1.86 4.56 1.45
H 0.87 -1.34 -8.68
H 1.88 0.07 -8.34
H 0.21 0.28 -8.84
H -0.66 -2.21 -7.00
H -1.48 -2.19 -4.67
H 0.67 1.45 -3.94
H 1.46 1.44 -6.29
H -3.65 -1.15 -3.01
H -5.86 -0.11 -3.27
H -7.28 1.90 -3.19
H -7.50 4.34 -3.00
H -5.47 5.76 -2.78
H -3.25 4.75 -2.72
H -2.43 2.79 -5.26
H -1.57 3.99 -7.22
H 0.34 5.56 -7.00
H 1.41 5.90 -4.81
H 1.57 5.39 -2.43
H 0.74 4.17 -0.43
H -4.25 2.56 0.08
H -5.70 4.23 1.20
H -5.97 6.02 2.78
H -4.98 7.31 2.09
H -4.56 6.64 3.66
H -2.24 6.27 2.66
H -0.78 4.63 1.54
O -1.47 -0.75 0.47
S -2.50 -0.46 1.57
C -4.08 -0.79 0.75
C -4.38 -2.27 0.94
C -3.99 -2.56 2.39
C -2.58 -1.99 2.55
H -3.97 -0.47 -0.29
H -4.82 -0.16 1.25
H -3.76 -2.87 0.26
H -5.43 -2.50 0.74
H -4.00 -3.63 2.62
H -4.68 -2.07 3.07
H -1.83 -2.63 2.10
H -2.29 -1.76 3.58
C -0.12 -5.67 -1.00
Te -0.54 -3.61 -0.61
C 0.61 -3.64 1.19
H -0.48 -6.26 -0.17
H 0.94 -5.82 -1.16
H -0.66 -5.96 -1.90
H 1.66 -3.77 0.94
H 0.26 -4.45 1.82
H 0.49 -2.69 1.70
*
```

Computed properties:
total energy = -246103.230 eV
energy above the lowest of the compared OMol25 structures with the same formula, charge and spin = 0.000 eV
gap between HOMO and LUMO = 7.175 eV
HOMO energy = -9.65 eV

Mulliken atomic charge list, values in e, 2 entries: number 1, Mg, carries 1.29; number 2, Se, carries -0.38



[3]
Formula: F4LiSr
Source: OMol25
Level of theory: the ωB97M-V functional and the def2-TZVPD basis

The geometry in ORCA input format:
```
! RIJCOSX wB97M-V def2-TZVPD def2/J DEFGRID3
* xyz 0 2
Sr 0.27 0.68 -0.04
Li -0.14 -2.09 0.32
F -1.59 -0.72 1.07
F 0.45 1.49 -2.36
F 0.74 -1.50 -1.28
F 0.27 2.14 2.29
*
```

Computed properties:
<S²> = 0.760
total energy = -11911.436 eV
energy above the lowest of the compared OMol25 structures with the same formula, charge and spin = 0.328 eV
gap between HOMO and LUMO (spin up / spin down) = 10.813 / 3.150 eV
HOMO energy (spin up / spin down) = -11.80 / -9.73 eV

natural (NBO) atomic charge list, values in e, 2 entries: number 1, Sr, carries 1.90; number 2, Li, carries 0.96



[4]
Formula: C2H14NO3
Source: OMol25
Level of theory: the ωB97M-V functional and the def2-TZVPD basis

The geometry in ORCA input format:
```
! RIJCOSX wB97M-V def2-TZVPD def2/J DEFGRID3
* xyz 1 1
C 0.81 0.98 1.09
C 1.41 -0.39 1.01
N 0.61 -1.32 0.24
H 1.46 1.68 1.68
H 0.71 1.52 0.17
H -0.26 0.99 1.53
H 2.44 -0.18 0.60
H 1.79 -0.71 2.06
H -0.36 -1.24 0.55
H 0.83 -2.31 0.38
H 0.57 -1.07 -0.80
H -0.22 -0.84 -3.28
H 0.14 0.51 -2.48
O 0.15 -0.51 -2.44
H -2.81 -1.93 2.93
H -2.61 -0.47 2.87
O -2.50 -1.25 2.36
H -1.52 2.02 -2.87
H -0.07 2.62 -2.97
O -0.58 1.89 -2.66
*
```

Computed properties:
total energy = -9927.534 eV
energy above the lowest of the compared OMol25 structures with the same formula, charge and spin = 0.912 eV
gap between HOMO and LUMO = 12.266 eV
HOMO energy = -15.02 eV

natural (NBO) atomic charge list, values in e, 2 entries: number 1, C, carries -0.64; number 2, C, carries -0.27



[5]
Formula: C4H3NO2
Source: OMol25
Level of theory: the ωB97M-V functional and the def2-TZVPD basis

The geometry in ORCA input format:
```
! RIJCOSX wB97M-V def2-TZVPD def2/J DEFGRID3
* xyz 0 1
O 2.68 0.42 0.47
C 1.88 -0.32 -0.06
C 0.41 -0.10 -0.01
N -0.62 -0.80 -0.50
C -1.87 -0.21 -0.18
C -1.45 0.86 0.54
O -0.08 0.91 0.68
H 2.17 -1.21 -0.63
H -1.13 -1.21 -1.30
H -2.00 1.66 1.00
*
```

Computed properties:
total energy = -9777.273 eV
energy above the lowest of the compared OMol25 structures with the same formula, charge and spin = 4.414 eV
gap between HOMO and LUMO = 7.926 eV
HOMO energy = -9.05 eV

natural (NBO) atomic charge list, values in e, 2 entries: number 1, O, carries -0.46; number 2, C, carries 0.36



[6]
Formula: C6H11N
Source: OMol25
Level of theory: the ωB97M-V functional and the def2-TZVPD basis

The geometry in ORCA input format:
```
! RIJCOSX wB97M-V def2-TZVPD def2/J DEFGRID3
* xyz 0 1
C 2.92 -0.12 0.50
C 2.37 0.17 -0.89
C 0.92 -0.31 -1.10
C 0.00 -0.25 0.10
C -1.34 -0.29 -0.06
N -2.15 0.39 0.86
C -3.41 0.40 0.66
H 3.99 0.14 0.50
H 2.86 -1.18 0.74
H 2.50 0.43 1.34
H 3.01 -0.47 -1.51
H 2.49 1.18 -1.27
H 0.90 -1.37 -1.38
H 0.50 0.31 -1.89
H 0.32 0.05 1.09
H -1.91 -1.00 -0.66
H -3.90 0.37 -0.31
H -4.03 0.52 1.54
*
```

Computed properties:
total energy = -7887.918 eV
energy above the lowest of the compared OMol25 structures with the same formula, charge and spin = 2.613 eV
gap between HOMO and LUMO = 8.717 eV
HOMO energy = -8.11 eV

natural (NBO) atomic charge list, values in e, 2 entries: number 1, C, carries -0.61; number 2, C, carries -0.39



[7]
Formula: C28H36CoF6N5OSSb
Source: OMol25
Level of theory: the ωB97M-V functional and the def2-TZVPD basis

The geometry in ORCA input format:
```
! RIJCOSX wB97M-V def2-TZVPD def2/J DEFGRID3
* xyz 2 6
Co -1.11 0.06 -1.30
C -1.65 0.75 5.80
C -0.33 0.70 5.01
C 0.46 -0.53 5.46
C 0.48 1.97 5.31
C -0.58 0.63 3.52
C -1.84 0.72 2.94
C -1.98 0.62 1.57
N -0.94 0.45 0.75
C 0.30 0.40 1.27
C 0.50 0.47 2.64
C 1.39 0.23 0.28
C 2.73 0.38 0.59
C 3.71 0.21 -0.38
C 3.26 -0.11 -1.66
C 1.91 -0.23 -1.91
N 0.99 -0.07 -0.96
C 5.20 0.39 -0.10
C 5.96 -0.84 -0.61
C 5.67 1.64 -0.86
C 5.49 0.57 1.39
H -1.42 0.75 6.87
H -2.28 -0.11 5.59
H -2.21 1.66 5.59
H 0.59 -0.51 6.54
H 1.46 -0.57 5.01
H -0.06 -1.46 5.20
H 0.68 2.04 6.38
H -0.07 2.87 5.01
H 1.44 1.97 4.79
H -2.73 0.87 3.54
H -2.96 0.68 1.11
H 1.51 0.41 3.03
H 3.02 0.64 1.60
H 3.96 -0.26 -2.48
H 1.55 -0.46 -2.90
H 5.93 -0.92 -1.70
H 5.55 -1.76 -0.19
H 7.01 -0.77 -0.32
H 5.47 1.57 -1.93
H 6.75 1.76 -0.72
H 5.18 2.54 -0.48
H 5.16 -0.30 1.97
H 5.02 1.47 1.79
H 6.56 0.67 1.53
N -1.36 2.30 -4.81
C -1.14 2.10 -3.52
O -0.82 0.96 -3.11
C -1.23 3.30 -2.61
C -1.63 2.99 -1.21
H -1.26 1.54 -5.47
H -1.64 3.20 -5.16
H -1.93 4.02 -3.05
H -0.24 3.76 -2.64
H -2.63 2.60 -1.03
H -1.09 3.42 -0.38
F -3.08 0.19 -1.47
Sb -5.10 -0.16 -1.42
F -4.85 -0.73 -3.20
F -5.14 1.61 -2.02
F -6.91 -0.54 -1.36
F -4.94 0.46 0.35
F -4.47 -1.85 -0.85
N -0.64 -2.76 0.54
C -1.19 -3.01 -0.63
N -1.42 -2.07 -1.55
C -2.05 -2.59 -2.61
C -2.50 -1.86 -3.74
C -3.17 -2.54 -4.72
C -3.39 -3.94 -4.62
C -2.95 -4.68 -3.53
C -2.29 -4.01 -2.54
S -1.68 -4.64 -1.05
H -0.47 -1.80 0.82
H -0.54 -3.49 1.23
H -2.35 -0.79 -3.79
H -3.56 -2.00 -5.57
H -3.94 -4.44 -5.41
H -3.13 -5.75 -3.47
*
```

Computed properties:
<S²> = 8.785
total energy = -110414.799 eV
energy above the lowest of the compared OMol25 structures with the same formula, charge and spin = 0.026 eV
gap between HOMO and LUMO (spin up / spin down) = 8.322 / 5.548 eV
HOMO energy (spin up / spin down) = -13.92 / -14.68 eV

Mulliken atomic charge list, values in e, 2 entries: number 1, Co, carries 0.88; number 2, C, carries -2.15



[8]
Formula: C8H7N2O2P
Source: OMol25
Level of theory: the ωB97M-V functional and the def2-TZVPD basis

The geometry in ORCA input format:
```
! RIJCOSX wB97M-V def2-TZVPD def2/J DEFGRID3
* xyz 0 1
C -1.41 -1.30 -1.81
C -0.10 -1.69 -2.02
C -1.79 -0.39 -0.73
C 0.93 -1.04 -1.32
C -0.77 0.26 -0.02
C 0.53 -0.21 -0.28
C 0.83 1.37 1.29
C -0.59 1.30 1.02
N 4.43 2.11 1.17
N 1.41 1.69 2.52
O 0.16 2.37 0.52
O 1.42 0.36 0.52
P 3.92 1.22 0.14
H -2.21 -1.70 -2.32
H 0.25 -2.41 -2.79
H -2.83 0.07 -0.71
H 1.97 -1.19 -1.42
H -1.29 1.63 1.80
H 1.22 2.71 2.59
H 2.44 1.43 2.52
*
```

Computed properties:
total energy = -24770.266 eV
gap between HOMO and LUMO = 8.987 eV
HOMO energy = -8.98 eV

natural (NBO) atomic charge list, values in e, 2 entries: number 1, C, carries -0.24; number 2, C, carries -0.19